Molecular formula: CH5P
Method: DFT, ωB97M-V with the def2-TZVPD basis set

For the lowest unoccupied orbital energy, the calculation gives 0.600 eV. The calculated total energy is -382.31808 Eh. The value obtained for the HOMO-LUMO gap is 10.01 eV.

XYZ file:
```
7
Properties=species:S:1:pos:R:3:forces:R:3:mulliken_charge:R:1
C 0.45484 -0.56754 0.08584 -1.1 1.5 6.5 -0.8563
P -1.05963 0.48582 0.10658 1.2 1.9 0.2 -0.0478
H 1.25400 -0.36062 -0.50218 1.9 -0.4 -2.4 0.4215
H 0.08934 -1.54316 0.54345 1.4 1.0 -1.0 0.2845
H 1.31789 0.15818 1.33450 -2.3 -2.0 -2.7 0.1324
H -1.51357 0.02305 -1.08873 -0.6 -0.3 -1.3 0.0204
H -0.54288 1.80427 -0.47947 -0.5 -1.7 0.6 0.0453
```
Positions in Å, forces in eV/Å.